(1)
# C8H16N3

An isolated ion of composition C8H16N3 and charge +1 at a distorted geometry (ωB97M-V with the def2-TZVPD basis set, OMol25).

Computed properties:
HOMO	-11.8	eV
frontier orbital gap	8.97	eV
M	154.2	u
net charge	+1
2S+1	1

Geometry (Å):
C  1.675  1.196  -0.463
N  1.333  -0.170  0.081
C  2.030  -0.454  1.332
C  1.819  -1.261  -0.983
C  -0.183  -0.227  0.271
C  -1.329  -0.046  -0.984
C  -2.626  0.005  -0.359
C  -3.598  -0.936  -0.328
N  -4.716  -0.548  0.393
C  -4.438  0.686  0.724
N  -3.159  1.055  0.293
H  1.223  1.367  -1.463
H  1.181  1.836  0.248
H  2.661  1.323  -0.479
H  1.654  -1.482  1.873
H  3.096  -0.643  1.350
H  1.840  0.381  2.052
H  1.270  -0.963  -1.918
H  2.910  -1.154  -0.995
H  1.433  -2.291  -0.761
H  -0.496  -1.269  0.597
H  -0.501  0.513  1.132
H  -1.288  -1.042  -1.490
H  -1.043  0.832  -1.621
H  -3.364  -1.909  -0.625
H  -5.108  1.380  1.146
H  -2.716  2.030  0.411

Löwdin population analysis, charges in e, atoms 1 to 2:
1. C 0.0279
2. N -0.3782

=====

(2)
# C3H10IN2O

C3H10IN2O as an isolated structure at a distorted geometry (ωB97M-V with the def2-TZVPD basis set, OMol25).

Computed properties:
HOMO	-13.3	eV
frontier orbital gap	9.82	eV
M	217.0	u
net charge	+1
2S+1	1

Geometry (Å):
C  -2.181  -0.310  0.851
C  1.206  0.922  -0.731
C  -0.300  -0.379  -0.608
N  2.359  0.177  -1.031
N  -0.694  -0.301  0.772
O  1.153  1.425  0.558
I  0.423  -2.329  -1.165
H  -2.596  0.572  0.677
H  -2.660  -1.002  0.208
H  -2.672  -0.689  1.877
H  1.035  1.536  -1.514
H  -1.160  -0.173  -1.357
H  2.718  -0.358  -0.257
H  2.268  -0.202  -1.943
H  -0.421  -1.016  1.367
H  -0.491  0.549  1.343
H  2.013  1.579  0.954

Löwdin population analysis, charges in e, atoms 1 to 2:
1. C -0.0201
2. C -0.3137

=====

(3)
# C2H3ClFP

A 2-piece molecular cluster, C2H3ClFP overall at a distorted geometry (ωB97M-V with the def2-TZVPD basis set, OMol25).

Computed properties:
HOMO (alpha / beta)	-8.7 / -9.9	eV
frontier orbital gap (alpha / beta)	9.39 / 8.26	eV
expectation value of S²	2.0045
M	112.5	u
2S+1	3

Geometry (Å):
C  0.743  -0.359  -0.090
C  -0.348  0.359  0.596
F  -0.412  1.106  -1.804
P  0.553  1.431  -0.495
Cl  -0.390  0.280  2.238
H  1.640  -0.705  0.423
H  0.623  -1.184  -0.703
H  -2.409  -0.927  -0.166

Löwdin population analysis, charges in e, atoms 1 to 2:
1. C -0.4088
2. C -1.0213

=====

(4)
# C4H11N3O

A single C4H11N3O molecule at a distorted geometry (ωB97M-V with the def2-TZVPD basis set, OMol25).

Computed properties:
HOMO	-7.9	eV
frontier orbital gap	8.84	eV
M	117.2	u
2S+1	1

Geometry (Å):
C  -2.162  -0.500  -0.242
C  -0.655  -0.524  -0.423
O  -0.243  -0.556  -1.767
N  -0.007  -1.447  0.408
C  0.784  -0.003  1.189
N  2.151  -0.025  1.063
C  0.018  0.917  0.291
N  0.698  1.767  -0.639
H  -2.575  -1.438  -0.617
H  -2.601  0.341  -0.779
H  -2.407  -0.412  0.814
H  -0.995  -0.400  -2.352
H  0.701  -1.994  -0.077
H  0.444  -0.112  2.215
H  2.471  0.036  0.104
H  2.630  -0.739  1.595
H  -0.746  1.467  0.840
H  1.388  2.376  -0.217
H  1.106  1.245  -1.406

Löwdin population analysis, charges in e, atoms 1 to 2:
1. C -0.0336
2. C -0.6099

=====

(5)
# C4H10N2OS

A single C4H10N2OS molecule at a distorted geometry (ωB97M-V with the def2-TZVPD basis set, OMol25).

Computed properties:
HOMO	-8.8	eV
frontier orbital gap	9.67	eV
M	134.2	u
2S+1	1

Geometry (Å):
C  -2.603  -1.307  -0.461
C  -1.639  -0.159  -0.168
N  -1.960  0.999  0.122
N  -0.996  1.980  0.311
O  -0.352  -0.505  -0.298
C  0.304  -0.529  0.963
C  1.773  -0.939  0.634
S  2.525  0.286  -0.511
H  -2.358  -2.234  0.161
H  -2.490  -1.482  -1.584
H  -3.710  -1.053  -0.215
H  -1.327  2.848  0.060
H  -0.044  1.833  -0.112
H  0.304  0.492  1.364
H  -0.136  -1.252  1.651
H  1.803  -2.002  0.296
H  2.374  -0.892  1.594
H  1.691  -0.042  -1.491

Löwdin population analysis, charges in e, atoms 1 to 2:
1. C -0.0168
2. C -0.5137

=====

(6)
# C5H33NO12S

A 12-piece molecular cluster, C5H33NO12S overall at a distorted geometry (ωB97M-V with the def2-TZVPD basis set, OMol25).

Computed properties:
HOMO	-9.0	eV
frontier orbital gap	8.75	eV
M	331.4	u
2S+1	1

Geometry (Å):
O  0.197  -2.269  -3.286
C  -0.359  -1.911  -2.265
C  0.422  -1.766  -0.968
N  0.409  -0.382  -0.563
C  1.264  0.517  -1.417
C  0.607  1.856  -1.598
C  0.436  2.710  -0.352
S  1.691  3.989  -0.090
H  -1.429  -1.649  -2.325
H  -0.215  -2.362  -0.255
H  1.384  -2.271  -1.050
H  0.753  -0.173  0.367
H  2.206  0.614  -0.823
H  1.615  -0.073  -2.272
H  1.181  2.353  -2.393
H  -0.397  1.691  -2.031
H  -0.534  3.221  -0.296
H  0.422  2.031  0.501
H  2.324  4.007  -1.304
O  4.418  -1.641  -1.033
H  3.935  -1.476  -1.871
H  4.583  -2.573  -1.132
O  -0.627  0.518  2.838
H  -0.965  -0.079  3.509
H  -1.191  0.402  1.993
O  -3.853  0.732  -3.140
H  -4.448  0.220  -2.580
H  -2.979  0.338  -3.092
O  1.806  -2.493  2.619
H  2.597  -2.610  3.131
H  1.913  -1.685  2.068
O  2.777  -2.971  -3.135
H  1.826  -2.726  -3.286
H  2.732  -3.737  -2.549
O  1.363  -1.016  5.214
H  1.182  -0.128  4.868
H  1.072  -1.623  4.519
O  -1.937  -0.024  0.704
H  -1.135  -0.024  0.094
H  -2.627  0.663  0.504
O  1.865  0.279  2.105
H  0.918  0.453  2.395
H  2.249  0.567  2.939
O  -1.143  3.234  2.893
H  -0.871  2.295  2.917
H  -1.789  3.202  2.179
O  -3.281  1.967  -0.351
H  -4.094  2.484  -0.293
H  -3.368  1.518  -1.199
O  -4.222  -1.260  -0.849
H  -3.695  -1.174  -0.038
H  -4.986  -1.762  -0.520

Löwdin population analysis, charges in e, atoms 1 to 2:
1. O 0.0412
2. C -0.1750

=====

(7)
# C4H7IMnN

C4H7IMnN as an isolated structure at a distorted geometry (ωB97M-V with the def2-TZVPD basis set, OMol25).

Computed properties:
HOMO (alpha / beta)	-13.8 / -14.0	eV
frontier orbital gap (alpha / beta)	7.27 / 6.91	eV
expectation value of S²	8.7636
M	250.9	u
net charge	+1
2S+1	6

Geometry (Å):
Mn  0.852  -3.117  -2.522
I  -0.101  -3.003  -0.706
C  -0.877  1.384  1.064
C  -0.408  -0.102  0.805
C  0.366  -0.129  -0.509
C  1.450  0.783  -0.766
N  2.284  1.575  -1.085
H  -1.163  1.814  0.104
H  0.041  1.877  1.384
H  -1.625  1.426  1.856
H  -1.291  -0.714  0.619
H  0.107  -0.535  1.663
H  -0.403  -0.123  -1.281
H  0.767  -1.136  -0.627

Löwdin population analysis, charges in e, atoms 1 to 2:
1. Mn 0.5607
2. I 0.8626

=====

(8)
# C37H27Cl4GeIN3O6Re

C37H27Cl4GeIN3O6Re as an isolated structure (ωB97M-V with the def2-TZVPD basis set, OMol25).

Computed properties:
HOMO (alpha / beta)	-13.2 / -13.1	eV
frontier orbital gap (alpha / beta)	6.60 / 6.56	eV
expectation value of S²	2.0531
M	1137.2	u
net charge	+2
2S+1	3

Geometry (Å):
Re  -0.134  0.152  0.433
C  -3.922  1.485  2.148
O  -3.742  0.064  2.464
C  -2.559  -0.261  2.021
N  -1.805  0.680  1.549
C  -2.535  1.969  1.664
C  -1.818  2.962  2.563
C  -2.535  3.908  3.285
C  -1.875  4.861  4.049
C  -0.490  4.884  4.098
C  0.235  3.952  3.367
C  -0.426  3.004  2.602
C  -1.973  -1.580  2.087
C  -2.433  -2.685  2.778
C  -1.572  -3.760  2.956
C  -0.250  -3.639  2.543
C  0.127  -2.499  1.859
N  -0.746  -1.529  1.531
C  1.469  -2.031  1.600
N  1.599  -0.818  1.152
C  3.069  -0.559  0.979
C  3.682  -1.834  1.621
O  2.540  -2.713  1.893
C  3.497  -0.390  -0.458
C  3.316  -1.438  -1.358
C  3.708  -1.302  -2.679
C  4.296  -0.118  -3.107
C  4.490  0.922  -2.211
C  4.089  0.788  -0.888
H  -4.679  1.540  1.369
H  -4.276  1.972  3.049
H  -2.621  2.396  0.665
H  -3.617  3.934  3.254
H  -2.449  5.588  4.607
H  0.022  5.623  4.699
H  1.317  3.964  3.396
H  0.165  2.294  2.033
H  -3.430  -2.677  3.199
H  -1.902  -4.645  3.482
H  0.490  -4.392  2.778
H  3.315  0.332  1.553
H  4.335  -2.362  0.935
H  4.192  -1.655  2.563
H  2.884  -2.376  -1.024
H  3.569  -2.121  -3.373
H  4.611  -0.013  -4.136
H  4.954  1.843  -2.540
H  4.236  1.604  -0.190
I  -1.117  7.121  -4.407
C  -1.400  5.204  -3.666
C  -1.262  4.974  -2.299
C  -1.394  3.691  -1.811
C  -1.669  2.634  -2.684
C  -1.833  2.876  -4.050
C  -1.699  4.161  -4.539
C  -1.661  1.282  -2.156
O  -1.888  0.306  -3.003
O  -1.450  1.066  -0.945
H  -1.028  5.791  -1.630
H  -1.250  3.504  -0.755
H  -2.040  2.058  -4.726
H  -1.812  4.352  -5.597
Cl  -3.388  -1.692  -1.096
Ge  -1.892  -1.443  -2.572
Cl  -2.279  -2.417  -4.362
Cl  0.007  -1.983  -1.759
Cl  2.436  7.452  -2.828
C  2.143  5.792  -2.478
C  1.929  4.901  -3.523
C  1.677  3.572  -3.235
C  1.634  3.136  -1.914
C  1.866  4.035  -0.877
C  2.122  5.366  -1.156
C  1.232  1.736  -1.658
O  0.940  0.953  -2.531
O  1.129  1.395  -0.349
H  1.954  5.256  -4.544
H  1.491  2.860  -4.029
H  1.825  3.696  0.150
H  2.299  6.079  -0.363

Löwdin population analysis, charges in e, atoms 1 to 2:
1. Re 1.6015
2. C 0.0006